--- 1 ---
5
Properties=species:S:1:pos:R:3:lowdin_charge:R:1 method="wB97M-V/def2-TZVPD" orbital_gap_ha=0.471 lumo_ev=0.719 multiplicity=1 homo_energy_ev=-12.10
F 0.462 1.019 1.151 -0.2067
F 0.376 0.855 -1.328 -0.1851
Si -0.048 0.011 -0.029 -0.0986
Cl 0.994 -1.609 -0.104 0.4462
H -1.784 -0.276 0.312 0.0442

***

--- 2 ---
5
Properties=species:S:1:pos:R:3:lowdin_charge:R:1 method="wB97M-V/def2-TZVPD" orbital_gap_ha="0.355 / 0.305" lumo_ev="-1.510 / -0.766" multiplicity=1 homo_energy_ev="-11.17 / -9.07"
F 0.474 1.575 0.923 -0.1715
F 0.421 0.768 -1.288 -0.2001
Si 0.284 0.185 0.188 -0.0166
Cl 1.346 -1.506 0.192 0.3324
H -2.525 -1.023 -0.014 0.0557

***

It is 1 that is the most stable of them.